Record 1
Molecular formula: C42H44HfN5O2Te
Method: DFT, wB97M-V/def2-TZVPD

## Properties
total charge = +2
frontier orbital gap (alpha / beta) = 7.2 / 6.5 eV
LUMO (alpha / beta) = -0.1956 / -0.2403 Eh
spin multiplicity = 2
F_max = 0.00931 hartree/bohr
total energy = -64403.9530 eV

Cartesian coordinates (Å):
Hf (-0.49601, -0.14721, -0.15041)
N (-1.09639, -0.04709, 2.23404)
C (-1.90432, -1.13124, 2.73945)
C (-2.40301, -1.18162, 4.00983)
C (-3.17189, -2.28518, 4.43154)
C (-3.42210, -3.31943, 3.57752)
C (-2.92851, -3.28630, 2.25269)
C (-3.17404, -4.30915, 1.31210)
C (-2.69615, -4.18146, 0.03751)
C (-1.97313, -3.03375, -0.30759)
N (-1.69955, -2.06018, 0.54696)
C (-2.16969, -2.17586, 1.82922)
H (-0.15042, -0.09717, 2.61143)
H (-1.48466, 0.85528, 2.49329)
H (-2.20078, -0.37268, 4.70134)
H (-3.55599, -2.30567, 5.44178)
H (-4.00533, -4.17300, 3.89758)
H (-3.74756, -5.17848, 1.60874)
H (-2.87757, -4.93599, -0.71400)
H (-1.62494, -2.88959, -1.32266)
C (7.54791, -0.46294, -7.06354)
C (6.47261, -0.50100, -6.01743)
C (5.73832, 0.63498, -5.69674)
C (4.74386, 0.61422, -4.72810)
C (3.96723, 1.87253, -4.43953)
C (4.48654, -0.58738, -4.06443)
Te (2.98736, -0.66572, -2.57190)
N (0.54410, 0.16534, -2.00469)
C (-0.50966, -0.24174, -2.64252)
O (-1.53230, -0.68860, -1.89845)
C (-0.67663, -0.26423, -4.10820)
C (-1.59490, -1.12035, -4.70634)
C (-1.70111, -1.15397, -6.08771)
C (-0.91096, -0.32090, -6.86904)
C (-0.01114, 0.55469, -6.27216)
C (0.10753, 0.57775, -4.89336)
C (1.93211, -2.23983, -3.46992)
C (1.88815, -2.30104, -4.85758)
C (1.16353, -3.30420, -5.48112)
C (0.49532, -4.24604, -4.71396)
C (0.55761, -4.18740, -3.32877)
C (1.27662, -3.18910, -2.67983)
C (1.35671, -3.16645, -1.17854)
C (5.21791, -1.74986, -4.34881)
C (5.00457, -3.07174, -3.65812)
C (6.19836, -1.67810, -5.32909)
H (7.60921, 0.51460, -7.53760)
H (7.35971, -1.20758, -7.83776)
H (8.52016, -0.69010, -6.62416)
H (5.94769, 1.56411, -6.21400)
H (4.42452, 2.72682, -4.93523)
H (3.92662, 2.09348, -3.36928)
H (2.94047, 1.78867, -4.80380)
H (-2.21733, -1.75345, -4.08803)
H (-2.40746, -1.82426, -6.55948)
H (-1.00736, -0.34442, -7.94666)
H (0.58406, 1.21904, -6.88544)
H (0.79063, 1.25566, -4.39671)
H (2.42133, -1.57139, -5.45441)
H (1.12609, -3.34820, -6.56117)
H (-0.06387, -5.03865, -5.19338)
H (0.06493, -4.95019, -2.73644)
H (0.85538, -4.02917, -0.74254)
H (0.86970, -2.26416, -0.78694)
H (2.38421, -3.14798, -0.81154)
H (4.57067, -2.97555, -2.66088)
H (5.95334, -3.59396, -3.54401)
H (4.33979, -3.71130, -4.24312)
H (6.77671, -2.56870, -5.54966)
C (0.96116, 5.56930, 0.15525)
N (1.26880, 4.11266, 0.08734)
C (1.16396, 3.48726, 1.43482)
C (0.45422, 3.37126, -0.97293)
C (-0.98275, 3.16079, -0.58495)
C (-1.89542, 4.19620, -0.77598)
C (-3.23097, 4.03859, -0.43510)
C (-3.66656, 2.82863, 0.07848)
C (-2.75621, 1.79028, 0.23743)
C (-1.40004, 1.91632, -0.08372)
H (1.64447, 6.03928, 0.85821)
H (-0.06201, 5.69064, 0.49858)
H (1.08142, 6.00796, -0.83196)
H (2.24098, 4.02532, -0.20935)
H (0.15365, 3.64382, 1.80329)
H (1.88438, 3.96219, 2.09609)
H (1.36392, 2.42210, 1.34755)
H (0.95741, 2.41683, -1.12834)
H (0.55127, 3.96937, -1.87913)
H (-1.57569, 5.12981, -1.22578)
H (-3.92883, 4.84964, -0.59336)
H (-4.70972, 2.68692, 0.32859)
H (-3.15069, 0.83917, 0.60148)
O (3.75348, 0.19683, 1.08837)
C (2.59716, 0.06250, 0.97280)
N (1.40388, -0.04592, 0.87467)

---

Record 2
Molecular formula: C42H44N3O7Ta
Method: DFT, wB97M-V/def2-TZVPD

## Properties
total charge = +2
frontier orbital gap = 7.1 eV
LUMO = -0.2173 Eh
F_max = 0.08607 hartree/bohr
total energy = -64613.7440 eV

Cartesian coordinates (Å):
Ta (10.34676, 11.10049, 11.61004)
O (10.75151, 11.56741, 13.38946)
C (11.44444, 12.30098, 14.46274)
C (12.53195, 13.08547, 13.68693)
C (12.00677, 13.98946, 12.58768)
C (12.22778, 15.36462, 12.66938)
C (11.84556, 16.18125, 11.61506)
C (11.07858, 15.61997, 10.58295)
C (10.68927, 14.27200, 10.64281)
C (9.62820, 13.76207, 9.69173)
C (8.34282, 13.21797, 10.34072)
O (8.83901, 12.27013, 11.36044)
C (7.39536, 12.41370, 9.43502)
C (6.32459, 11.65690, 10.00824)
C (5.58270, 10.80271, 9.19843)
C (5.94657, 10.57548, 7.87250)
C (6.97316, 11.32650, 7.31463)
C (7.73694, 12.18179, 8.10075)
C (7.54625, 14.37160, 10.97753)
C (6.63154, 15.06335, 10.15555)
C (6.05026, 16.25741, 10.54833)
C (6.29763, 16.78567, 11.81022)
C (7.21128, 16.12758, 12.63948)
C (7.82819, 14.96088, 12.23547)
N (11.23702, 13.44348, 11.57055)
C (12.06667, 11.31422, 15.49331)
C (11.22508, 10.59752, 16.40226)
C (11.76437, 9.63177, 17.26909)
C (13.13800, 9.35368, 17.23752)
C (13.97059, 10.11411, 16.43027)
C (13.45639, 11.01996, 15.52579)
C (10.45334, 13.19669, 15.24514)
C (9.03876, 13.13720, 15.18013)
C (8.25739, 14.12009, 15.80990)
C (8.83674, 15.17028, 16.53164)
C (10.21289, 15.18435, 16.64758)
C (10.99916, 14.24485, 15.99821)
H (13.09522, 13.76198, 14.36309)
H (13.25452, 12.36951, 13.23400)
H (12.72178, 15.76464, 13.53931)
H (12.10380, 17.22895, 11.56577)
H (10.86025, 16.20420, 9.69658)
H (9.33166, 14.63732, 9.04071)
H (10.06927, 12.97869, 9.04069)
H (6.12224, 11.73614, 11.06625)
H (4.74691, 10.25766, 9.60386)
H (5.42857, 9.84394, 7.28647)
H (7.19132, 11.20561, 6.27364)
H (8.60238, 12.65637, 7.63533)
H (6.29698, 14.67539, 9.18433)
H (5.40824, 16.77669, 9.86402)
H (5.82230, 17.72015, 12.11147)
H (7.42644, 16.53109, 13.63303)
H (8.53546, 14.46813, 12.89849)
H (10.17074, 10.78270, 16.35754)
H (11.11151, 9.07938, 17.93065)
H (13.56475, 8.56829, 17.86611)
H (15.03446, 9.98382, 16.49219)
H (14.16453, 11.48085, 14.82612)
H (8.55175, 12.34471, 14.62090)
H (7.16860, 14.03220, 15.78387)
H (8.23986, 15.90720, 17.06405)
H (10.70870, 15.90818, 17.28516)
H (12.05655, 14.36492, 16.11228)
C (13.52950, 12.46277, 7.27139)
N (12.36729, 11.93542, 7.96139)
C (11.26698, 11.43362, 7.14191)
C (12.42316, 11.57132, 9.22219)
O (11.34729, 11.30604, 9.90424)
C (13.75419, 11.57395, 9.93908)
O (13.69157, 10.93567, 11.24544)
C (14.01413, 9.53670, 11.37696)
C (12.72174, 8.76742, 11.72269)
O (11.60117, 9.36067, 11.84510)
N (12.88619, 7.48233, 11.97967)
C (14.14968, 6.80938, 11.80202)
C (11.74329, 6.62920, 12.28163)
H (13.21362, 13.07420, 6.40793)
H (14.15825, 11.63198, 6.88813)
H (14.14020, 13.10121, 7.94605)
H (11.66373, 10.66691, 6.45414)
H (10.82913, 12.20374, 6.49833)
H (10.51558, 10.97563, 7.77006)
H (14.07672, 12.61422, 10.10758)
H (14.49896, 11.10993, 9.27789)
H (14.83657, 9.42455, 12.09856)
H (14.34469, 9.11274, 10.39699)
H (14.36088, 6.70484, 10.71086)
H (14.13469, 5.81519, 12.26732)
H (14.96836, 7.38639, 12.23944)
H (10.82043, 7.23108, 12.28196)
H (11.86179, 6.16345, 13.29186)
H (11.70479, 5.79553, 11.54832)
O (8.82166, 9.75371, 12.54078)
C (8.39848, 9.26489, 11.41737)
O (8.99423, 9.63084, 10.34686)
H (7.57003, 8.53451, 11.30115)

---

Record 3
Molecular formula: C42H45MoN10S
Method: DFT, wB97M-V/def2-TZVPD

## Properties
total charge = +3
frontier orbital gap (alpha / beta) = 6.0 / 5.9 eV
LUMO (alpha / beta) = -0.3309 / -0.3415 Eh
spin multiplicity = 3
F_max = 0.01271 hartree/bohr
total energy = -71856.2563 eV

Cartesian coordinates (Å):
Mo (-0.12491, 0.01258, -0.26116)
C (3.59657, 3.04499, 3.26485)
C (3.35885, 1.88093, 2.51301)
N (2.58701, 1.83565, 1.45113)
C (1.97521, 2.98245, 1.04147)
C (2.19743, 4.21403, 1.69774)
C (3.02252, 4.20988, 2.84682)
C (1.63614, 5.40346, 1.18070)
C (0.89957, 5.36584, 0.03217)
C (0.65667, 4.13659, -0.60900)
C (1.14170, 2.95217, -0.11155)
N (0.89588, 1.73609, -0.82492)
C (1.39779, 1.75642, -2.12763)
C (2.42113, 2.56103, -2.58563)
C (2.80560, 2.52860, -3.94064)
C (2.17072, 1.71619, -4.83981)
C (1.12437, 0.87188, -4.39777)
C (0.39997, 0.01621, -5.24908)
C (-0.60309, -0.75932, -4.72539)
C (-0.85041, -0.71238, -3.35140)
N (-0.19736, 0.07087, -2.50675)
C (0.76772, 0.88588, -3.03478)
H (4.24250, 3.00661, 4.12933)
H (3.84002, 0.95317, 2.80590)
H (3.20200, 5.13889, 3.37231)
H (1.82953, 6.33964, 1.68654)
H (0.50007, 6.27481, -0.39519)
H (0.08325, 4.12792, -1.52951)
H (2.92078, 3.24148, -1.90881)
H (3.60788, 3.17500, -4.26825)
H (2.44925, 1.71065, -5.88425)
H (0.63426, -0.01398, -6.30562)
H (-1.19820, -1.41162, -5.34746)
H (-1.63623, -1.33541, -2.95195)
N (2.10573, -0.38084, 0.05128)
N (2.51515, -1.29039, 1.04920)
C (1.72662, -1.44982, 2.10487)
N (2.16956, -2.09649, 3.17187)
S (0.13307, -0.81359, 2.10232)
H (2.61867, -0.59121, -0.80288)
H (2.37031, 0.58068, 0.43631)
H (3.46806, -1.62709, 1.02348)
H (3.11058, -2.45577, 3.23433)
H (1.55470, -2.25154, 3.95517)
C (-3.47061, 0.96550, -2.66661)
C (-4.03868, 0.94452, -1.27840)
C (-5.18647, 1.67661, -1.00135)
C (-5.75036, 1.66866, 0.26404)
C (-5.18789, 0.89810, 1.26349)
C (-4.04833, 0.12921, 1.03061)
C (-3.56252, -0.79630, 2.10693)
C (-3.47099, 0.20242, -0.23476)
N (-2.26930, -0.60021, -0.48840)
C (-2.49721, -1.81361, -0.83631)
C (-3.85136, -2.40708, -1.00970)
C (-1.29741, -2.71463, -0.99544)
C (-1.52167, -4.11861, -1.43872)
N (-0.15980, -2.20639, -0.68992)
C (0.92539, -3.15491, -0.48169)
C (0.78892, -4.05707, 0.58249)
C (-0.46750, -4.26798, 1.38780)
C (1.87759, -4.87794, 0.87884)
C (3.03818, -4.83282, 0.13118)
C (3.11300, -3.98622, -0.96520)
C (2.05950, -3.14264, -1.30102)
C (2.16767, -2.33074, -2.55938)
H (-4.06618, 1.61211, -3.30778)
H (-3.47374, -0.02736, -3.12138)
H (-2.43982, 1.32548, -2.69756)
H (-5.64865, 2.24972, -1.79482)
H (-6.64611, 2.24117, 0.46043)
H (-5.64917, 0.86145, 2.24195)
H (-3.69782, -0.34643, 3.08956)
H (-2.51396, -1.06771, 2.00003)
H (-4.14044, -1.72367, 2.10263)
H (-4.63899, -1.66074, -0.95585)
H (-4.02052, -3.15158, -0.22695)
H (-3.91517, -2.93630, -1.96014)
H (-2.03630, -4.11070, -2.40184)
H (-2.17484, -4.64716, -0.74277)
H (-0.58970, -4.66675, -1.54077)
H (-1.19126, -3.45915, 1.31302)
H (-0.22539, -4.38850, 2.44360)
H (-0.95189, -5.19636, 1.07748)
H (1.79067, -5.58143, 1.69765)
H (3.86556, -5.48742, 0.36910)
H (3.99431, -3.99798, -1.59313)
H (3.18762, -2.35865, -2.93831)
H (1.88797, -1.28687, -2.42302)
H (1.52339, -2.73469, -3.34248)
N (-1.89192, 2.49505, 0.17385)
C (-2.42365, 3.40287, 0.99274)
C (-1.96736, 3.11874, 2.26452)
C (-1.16913, 1.99376, 2.11694)
N (-1.11988, 1.61133, 0.83309)
H (-2.00903, 2.41523, -0.82162)
H (-3.07040, 4.17780, 0.61785)
H (-2.18461, 3.65309, 3.17169)
H (-0.61170, 1.47054, 2.87448)